{
  "formula": "C25H46N2O3S3",
  "method": "ωB97M-V/def2-TZVPD",
  "species": ["C", "C", "C", "C", "C", "C", "C", "C", "C", "C", "C", "C", "C", "C", "C", "C", "N", "C", "C", "N", "C", "H", "H", "H", "H", "H", "H", "H", "H", "H", "H", "H", "H", "H", "H", "H", "H", "H", "H", "H", "H", "H", "H", "H", "H", "H", "H", "H", "H", "C", "S", "O", "C", "H", "H", "H", "H", "H", "H", "C", "S", "O", "C", "H", "H", "H", "H", "H", "H", "C", "S", "O", "C", "H", "H", "H", "H", "H", "H"],
  "coordinates": [[0.044, 2.009, -1.817], [-1.499, 2.322, -1.498], [-2.140, 1.169, -0.585], [-2.784, 0.117, -1.581], [-2.843, -1.335, -0.947], [-3.400, -2.321, -2.089], [-2.244, -3.200, -2.734], [-1.281, -2.396, -3.697], [-0.106, -1.623, -2.980], [1.236, -2.490, -2.806], [1.080, -3.303, -1.465], [0.749, -4.734, -1.561], [0.560, -5.469, -0.273], [0.157, -6.992, -0.251], [0.703, -4.797, 1.010], [1.079, -3.343, 1.120], [1.224, -2.824, 2.408], [1.571, -1.515, 2.326], [1.735, -0.702, 1.039], [1.576, -1.247, -0.190], [1.262, -2.605, -0.143], [0.397, 1.076, -1.304], [0.186, 1.916, -2.931], [0.705, 2.857, -1.486], [-2.025, 2.293, -2.497], [-1.566, 3.338, -1.027], [-2.902, 1.621, 0.099], [-1.338, 0.679, 0.048], [-3.864, 0.426, -1.729], [-2.293, 0.116, -2.599], [-3.593, -1.355, -0.104], [-1.862, -1.681, -0.524], [-3.998, -1.782, -2.870], [-4.058, -3.057, -1.530], [-2.733, -4.005, -3.367], [-1.733, -3.725, -1.886], [-1.887, -1.692, -4.333], [-0.802, -3.140, -4.402], [0.129, -0.680, -3.564], [-0.363, -1.268, -1.942], [1.394, -3.152, -3.695], [2.062, -1.725, -2.735], [0.639, -5.186, -2.573], [0.896, -7.598, 0.329], [0.045, -7.334, -1.323], [-0.882, -7.073, 0.189], [0.542, -5.391, 1.946], [1.753, -0.980, 3.300], [2.005, 0.412, 1.092], [1.820, 4.122, 4.492], [1.353, 2.939, 3.215], [2.243, 1.752, 3.342], [1.961, 3.915, 1.830], [1.563, 3.699, 5.462], [2.894, 4.311, 4.450], [1.268, 5.052, 4.346], [3.027, 4.114, 1.951], [1.407, 4.853, 1.772], [1.802, 3.346, 0.913], [-5.036, 1.786, 3.339], [-4.471, 0.536, 2.169], [-5.391, 0.574, 0.998], [-4.931, -0.887, 3.174], [-4.877, 2.769, 2.895], [-6.098, 1.649, 3.547], [-4.458, 1.709, 4.262], [-6.000, -0.860, 3.392], [-4.357, -0.880, 4.101], [-4.699, -1.792, 2.612], [5.245, 3.950, -1.131], [5.745, 4.452, 0.526], [4.588, 5.165, 1.144], [6.931, 5.702, 0.000], [4.470, 3.190, -1.040], [4.851, 4.808, -1.677], [6.103, 3.530, -1.659], [6.432, 6.453, -0.615], [7.736, 5.228, -0.563], [7.343, 6.179, 0.889]],
  "charge": 0,
  "homo_energy_ev": -8.126,
  "gap_ev": 8.08,
  "lumo_ev": -0.04,
  "energy_ev": -68294.798
}